Record 1
Below is C16H48BeO8S8 as an isolated structure, with properties calculated with ωB97M-V with the def2-TZVPD basis set.

```
81
C16H48BeO8S8 (ωB97M-V with the def2-TZVPD basis set)
Be 0.25266 -0.15034 0.51819
C 1.48247 2.20264 -5.27038
S 1.64642 0.39004 -5.17590
O 0.73772 0.12090 -4.00446
C 0.55193 0.31573 -6.71410
H 2.31063 2.61841 -5.84429
H 1.48153 2.79234 -4.35367
H 0.51172 2.49110 -5.67354
H 0.45805 1.26474 -7.24199
H -0.44832 -0.00243 -6.42020
H 0.95460 -0.48538 -7.33393
C 4.96689 5.09422 -0.18707
S 4.92576 3.23747 0.10520
O 3.49619 2.70470 -0.07084
C 5.75417 2.70508 -1.48204
H 5.99464 5.36011 0.06019
H 4.28721 5.53098 0.54462
H 4.68434 5.19482 -1.23499
H 6.61071 3.34930 -1.68056
H 5.08570 2.83016 -2.33386
H 6.05757 1.66480 -1.59981
C -2.17081 -4.47428 -3.81430
S -1.12814 -4.98068 -2.42926
O -0.85205 -3.75189 -1.52753
C -2.39215 -5.73420 -1.30825
H -2.68447 -5.14390 -4.50413
H -1.43922 -4.11734 -4.53919
H -2.93932 -3.77687 -3.48097
H -1.93787 -6.12897 -0.39947
H -2.94706 -6.55035 -1.77092
H -3.13770 -4.97960 -1.05756
C 4.61858 -0.98885 6.70798
S 3.53180 0.20282 5.68031
O 2.51422 -0.64053 4.85225
C 2.67285 0.99770 7.05489
H 5.63489 -0.73652 6.40542
H 4.41564 -2.00847 6.38044
H 4.45484 -1.05666 7.78348
H 1.88095 1.67440 6.73386
H 3.41145 1.59410 7.59048
H 2.16282 0.25542 7.66889
C -2.30904 6.32699 2.69714
S -0.84781 5.42680 2.03163
O -1.05997 3.92064 1.85464
C -0.57433 6.37564 0.42580
H -1.91897 7.31883 2.92563
H -2.60929 5.75161 3.57287
H -3.26635 6.35409 2.17664
H -0.03623 5.80766 -0.33311
H -0.12260 7.32563 0.71139
H -1.56294 6.54838 0.00046
C -6.11648 -0.57203 -2.27002
S -4.97474 0.78757 -1.88225
O -3.68390 0.08853 -1.56726
C -4.79532 1.24110 -3.70542
H -6.09841 -1.15758 -1.35083
H -5.68464 -1.37959 -2.86117
H -7.09451 -0.14926 -2.49985
H -5.69392 1.70187 -4.11566
H -4.40173 0.31441 -4.12309
H -4.11214 2.05205 -3.95784
C 4.21248 -4.51889 -1.75288
S 4.49637 -4.01041 0.01090
O 3.73469 -2.71253 0.30099
C 3.59016 -5.29682 0.99884
H 4.89992 -3.90912 -2.33914
H 3.24285 -4.25216 -2.17331
H 4.27960 -5.60554 -1.69998
H 2.64919 -5.41000 0.46044
H 3.57626 -5.23842 2.08718
H 3.97694 -6.29930 0.81576
C -5.04957 -2.88901 4.03503
S -3.64030 -1.74917 4.13209
O -2.94106 -1.90816 2.77828
C -4.70045 -0.15121 3.95032
H -5.51217 -2.74119 3.05919
H -5.58199 -2.70795 4.96875
H -4.93934 -3.94595 4.27759
H -5.37654 -0.28270 3.10551
H -4.06671 0.72402 3.80731
H -5.35922 -0.06371 4.81429
```

Values from the calculation:
- Total charge: +2
- Energy relative to the best compared isomer or geometry (same formula, charge and spin): 329.5 kcal per mole
- Electronic energy: -120801.610 eV
- Highest occupied orbital energy: -12.5 eV
- Frontier orbital gap: 0.0829 Eh
- LUMO: -10.23 eV

Atom charges from the Löwdin analysis, given in e for atoms 1 to 5: atom 1 (Be): 0.917, atom 2 (C): -0.291, atom 3 (S): 0.869, atom 4 (O): -0.606, atom 5 (C): -0.233


Record 2
Below is a 7-piece molecular cluster, C16H48N2O11 overall, with properties calculated with ωB97M-V with the def2-TZVPD basis set.

```
77
C16H48N2O11 (ωB97M-V with the def2-TZVPD basis set)
C -4.38517 0.58848 -3.49488
C -3.35799 -0.27435 -2.85441
C -2.07599 0.52700 -2.50175
O -1.39064 0.96095 -3.67610
C -0.39639 1.91778 -3.72021
N -4.11459 -0.78469 -1.72231
H -4.54091 1.44496 -2.83891
H -5.42384 0.26715 -3.57246
H -4.03665 0.79138 -4.50753
H -3.06031 -1.11540 -3.48060
H -1.37807 -0.03617 -1.88219
H -2.30653 1.32766 -1.79898
H -0.13814 2.01571 -4.77464
H 0.42644 1.54670 -3.10917
H -0.73866 2.83857 -3.24789
H -4.51630 -0.06435 -1.13935
H -3.43115 -1.11086 -1.05401
C 3.44034 1.19126 5.07123
C 2.19014 0.38983 5.19909
C 1.05369 0.77213 4.19623
O 0.51327 2.05749 4.46788
C -0.48400 2.44083 3.50283
N 2.64629 -1.02213 5.12221
H 3.18216 2.22012 5.32200
H 4.04303 1.08910 4.16877
H 4.16894 0.93857 5.84154
H 1.81156 0.51359 6.21372
H 0.23593 0.05284 4.24082
H 1.54982 0.72809 3.22669
H -1.23768 1.66464 3.37013
H -0.02954 2.44426 2.51209
H -0.96883 3.41141 3.60779
H 1.95518 -1.72679 4.90793
H 3.37994 -0.92881 4.43436
O 1.11164 -5.03814 1.90252
H 0.88152 -5.46679 1.07819
H 0.36675 -5.21006 2.47855
C -0.25518 -0.66515 1.12977
C -0.42243 -1.73384 0.11604
O -1.83866 -1.93306 -0.08251
O -0.45268 0.63577 0.50754
H 0.74674 -0.71380 1.55624
H -0.90805 -0.80702 1.99101
H -0.07464 -2.71616 0.43568
H 0.08372 -1.43036 -0.80037
H -1.99324 -2.80183 -0.46061
H -1.33713 0.49883 0.16027
C 3.26565 0.40096 -1.13505
C 4.47608 -0.49276 -0.87652
O 5.02531 -0.31905 0.42403
O 3.62789 1.72696 -1.35415
H 2.60907 0.26940 -0.27500
H 2.72667 -0.06814 -1.95819
H 5.26246 -0.16746 -1.55762
H 4.21100 -1.54826 -0.93778
H 4.60646 -0.78692 1.15016
H 3.09315 2.29044 -0.79010
C -2.04195 -3.76620 -3.37592
C -2.23398 -4.76131 -2.19300
O -1.42091 -4.51573 -1.10065
O -0.99339 -3.92253 -4.28154
H -1.95457 -2.80334 -2.87257
H -2.93128 -3.77993 -4.00601
H -2.13281 -5.76827 -2.59785
H -3.26660 -4.84056 -1.85312
H -0.59859 -4.94115 -1.35444
H -0.99384 -3.26472 -4.98074
C -0.04448 4.92159 0.01497
C 0.17117 3.57383 -0.67146
O 1.16927 2.83960 0.11270
O -0.65830 4.78724 1.27093
H -0.56388 5.52147 -0.73234
H 0.94548 5.37694 0.04203
H 0.59728 3.81026 -1.64646
H -0.66965 2.88197 -0.72110
H 0.67237 2.08098 0.42765
H -0.44909 5.56920 1.78704
```

Values from the calculation:
- Total charge: +1
- Electronic energy: -42858.720 eV
- Highest occupied orbital energy (alpha / beta): -11.0 / -11.0 eV
- Frontier orbital gap (alpha / beta): 0.3067 / 0.0700 Eh
- LUMO (alpha / beta): -2.65 / -9.09 eV
- 2S+1: 2

Atom charges from the Löwdin analysis, given in e for atoms 1 to 5: atom 1 (C): -0.054, atom 2 (C): -0.398, atom 3 (C): -0.080, atom 4 (O): 0.024, atom 5 (C): 0.010